[1]
58
Properties=species:S:1:pos:R:3:forces:R:3:nbo_charge:R:1 method="wB97M-V/def2-TZVPD" smiles="COCCOCC(=O)NC[C@@]1(OC)CCN(C(=O)CCCn2c(O)nnc2O)C1" homo_energy_ev=-8.3 e_above_lowest_kcal_mol=27.8 gap_ev=8.64 energy_ev=-39881.9265
C 5.72640 -1.27602 -1.92955 0.2 0.1 0.1 -0.25
O 4.35146 -1.38869 -1.58297 0.1 -0.2 0.1 -0.56
C 4.13828 -2.04643 -0.33169 -0.7 -0.3 -0.1 -0.08
C 2.64471 -2.02756 0.03445 0.2 0.4 -0.2 -0.07
O 1.89775 -2.75104 -0.94447 -0.8 0.0 -0.2 -0.55
C 0.46146 -2.92923 -0.89231 0.8 0.4 0.7 -0.14
C -0.38589 -2.12801 0.13972 1.3 1.1 0.5 0.66
O 0.07592 -1.26864 0.88660 0.0 -0.5 -0.5 -0.64
N -1.69846 -2.40901 0.15268 -1.1 -0.2 0.0 -0.61
C -2.69964 -1.74487 1.00399 -0.1 0.3 -0.1 -0.26
C -3.61071 -0.73694 0.23718 -0.2 -0.8 -0.3 0.27
O -4.17323 -1.38491 -0.91390 0.0 -0.1 -0.3 -0.55
C -5.11441 -2.43929 -0.71448 0.3 0.3 0.2 -0.25
C -4.69833 -0.11208 1.11488 -0.1 0.1 0.4 -0.44
C -4.06447 1.12757 1.74733 0.2 -0.3 -0.1 -0.21
N -3.02248 1.49227 0.78514 0.3 -0.3 -0.3 -0.44
C -2.26683 2.60176 0.94474 0.5 1.0 0.4 0.69
O -2.43484 3.37135 1.88825 -0.2 -0.6 -0.3 -0.63
C -1.17678 2.94210 -0.08349 0.0 -0.2 0.0 -0.49
C 0.22895 2.45652 0.34175 -0.2 0.1 -0.1 -0.40
C 1.34750 3.04575 -0.54274 -0.4 -0.2 0.3 -0.21
N 2.65727 2.56672 -0.11346 0.6 0.0 0.1 -0.41
C 3.43275 1.55966 -0.63865 0.0 -1.0 -0.8 0.61
O 3.01581 0.85239 -1.73030 -0.2 1.7 1.2 -0.70
N 4.53939 1.37450 0.02965 -0.7 0.2 -0.4 -0.39
N 4.53583 2.31034 1.06723 -0.9 0.4 -0.1 -0.37
C 3.42595 2.98093 0.94895 0.3 0.1 0.4 0.60
O 3.01523 3.99368 1.76476 -0.1 -0.7 -0.9 -0.67
C -2.82793 0.48695 -0.26744 -0.4 -0.1 0.2 -0.23
H 5.81941 -0.77347 -2.89244 -0.3 0.0 0.0 0.20
H 6.27640 -0.68528 -1.19467 -0.1 0.0 0.1 0.19
H 6.19989 -2.25510 -2.01737 -0.1 -0.2 0.0 0.17
H 4.48809 -3.07881 -0.38645 0.1 -0.1 -0.2 0.17
H 4.70300 -1.54954 0.46015 -0.1 0.2 0.0 0.20
H 2.49843 -2.46642 1.02239 0.2 0.0 0.1 0.18
H 2.32576 -0.98754 0.07355 -0.1 0.0 0.1 0.20
H 0.07872 -2.70183 -1.88729 0.0 0.1 -0.1 0.20
H 0.28298 -3.98975 -0.71469 -0.1 -0.1 0.1 0.19
H -2.05104 -3.07019 -0.52131 -0.1 0.1 0.0 0.40
H -3.31110 -2.51521 1.47345 -0.2 -0.1 -0.1 0.20
H -2.22925 -1.22590 1.84423 0.3 -0.1 -0.3 0.25
H -5.46455 -2.79014 -1.68541 0.2 0.3 -0.1 0.20
H -4.67180 -3.29423 -0.20391 0.1 -0.1 0.2 0.16
H -5.99082 -2.11174 -0.15455 0.0 0.1 0.1 0.17
H -5.54046 0.19079 0.49004 0.1 -0.1 -0.2 0.22
H -5.09879 -0.78842 1.87011 0.1 -0.1 0.0 0.22
H -4.79475 1.92864 1.88481 0.3 0.0 0.1 0.22
H -3.60896 0.87778 2.70824 0.0 0.2 0.1 0.20
H -1.44407 2.56736 -1.07044 0.1 -0.2 -0.1 0.20
H -1.17729 4.02928 -0.17264 0.0 0.0 0.2 0.23
H 0.41527 2.73594 1.38293 -0.1 0.1 -0.1 0.23
H 0.27038 1.36487 0.30854 0.1 0.0 -0.1 0.22
H 1.20370 2.78050 -1.59169 0.1 -0.2 0.1 0.22
H 1.35241 4.13612 -0.49401 0.0 0.0 0.1 0.21
H 3.52379 0.01734 -1.74374 0.4 -0.5 0.0 0.52
H 3.69618 4.07701 2.43825 0.2 0.0 0.2 0.50
H -1.78217 0.22859 -0.43356 0.0 0.2 0.0 0.22
H -3.29000 0.82958 -1.19435 0.1 -0.1 -0.2 0.21



[2]
54
Properties=species:S:1:pos:R:3:forces:R:3:nbo_charge:R:1 method="wB97M-V/def2-TZVPD" smiles="O=C1CC[C@H](S)N1.c1cc[nH]c1.c1cc[nH]c1.c1cc[nH]c1.c1cc[nH]c1" homo_energy_ev=-8.2 e_above_lowest_kcal_mol=50.1 gap_ev=8.37 energy_ev=-41510.5812
O -2.26898 -4.31511 4.56727 0.0 -0.5 0.0 -0.55
C -1.63549 -3.48129 3.98690 0.1 0.3 0.1 0.69
C -2.18259 -2.45277 3.02171 -0.1 0.4 0.0 -0.53
C -1.02166 -1.50836 2.72056 0.0 0.0 0.0 -0.42
C 0.23679 -2.22579 3.28372 -0.3 0.2 -0.2 -0.14
S 1.28360 -2.94941 1.95915 0.3 0.0 0.0 -0.08
N -0.25972 -3.25886 4.17925 -0.1 -0.1 -0.8 -0.64
H -3.01162 -1.95781 3.53323 0.0 0.0 -0.3 0.25
H -2.56321 -2.90930 2.10445 -0.1 -0.2 0.3 0.24
H -0.87571 -1.33955 1.65323 -0.2 0.1 0.1 0.21
H -1.19278 -0.53857 3.19211 0.3 -0.1 0.0 0.24
H 0.87202 -1.49766 3.79189 0.1 -0.3 0.1 0.22
H 0.34112 -3.06911 1.01689 -0.1 -0.1 0.0 0.13
H 0.25222 -4.13293 4.10818 0.1 0.2 0.6 0.41
N 1.99010 0.40760 1.95323 0.0 0.0 -0.1 -0.52
C 2.30266 1.30987 2.93270 0.0 0.0 0.0 -0.08
C 1.88346 2.54594 2.51504 0.0 0.0 0.0 -0.30
C 1.29483 2.37647 1.23164 0.0 0.1 0.0 -0.32
C 1.37901 1.04650 0.91174 -0.1 0.0 0.0 -0.09
H 2.16513 -0.58342 1.97103 0.1 0.0 0.0 0.42
H 2.79543 1.00049 3.83869 0.0 0.0 0.0 0.21
H 1.98944 3.46673 3.06325 0.0 0.0 0.0 0.23
H 0.85730 3.14629 0.61599 0.0 0.0 0.0 0.22
H 1.06371 0.50709 0.03211 0.1 0.0 0.0 0.22
N 2.13092 3.44961 -2.08257 0.0 0.0 0.1 -0.51
C 0.84811 3.44915 -2.55629 0.0 0.0 0.0 -0.08
C 0.90194 3.59994 -3.91641 0.0 0.0 0.0 -0.29
C 2.27405 3.69421 -4.27628 0.0 0.0 0.0 -0.31
C 3.00561 3.59689 -3.12240 0.0 0.0 0.0 -0.07
H 2.38824 3.35042 -1.11615 0.0 -0.1 0.0 0.42
H 0.00839 3.34023 -1.89091 0.0 0.0 0.0 0.20
H 0.05411 3.63683 -4.57964 0.0 0.0 0.0 0.22
H 2.67611 3.81702 -5.26790 0.0 0.0 0.0 0.22
H 4.06874 3.61786 -2.95556 0.0 0.0 0.0 0.21
N -2.77595 0.27913 -0.16354 0.0 0.0 0.0 -0.51
C -3.62203 1.35350 -0.18761 0.0 0.0 0.0 -0.07
C -4.88532 0.88787 -0.43467 0.0 0.0 0.0 -0.31
C -4.79932 -0.52507 -0.56667 0.0 0.0 0.0 -0.29
C -3.48620 -0.87000 -0.39414 0.1 0.0 0.0 -0.09
H -1.78522 0.33234 -0.00788 0.0 0.0 0.0 0.41
H -3.25541 2.35294 -0.02842 0.0 0.0 0.0 0.21
H -5.77343 1.49172 -0.51455 0.0 0.0 0.0 0.22
H -5.60824 -1.20743 -0.76638 0.0 0.0 0.0 0.22
H -3.00003 -1.83115 -0.41959 0.0 0.0 0.0 0.20
N 1.81290 -2.02808 -1.63855 0.0 0.0 0.1 -0.52
C 0.52139 -1.81864 -2.04531 0.0 0.0 0.1 -0.10
C 0.54724 -1.49295 -3.37440 0.0 0.0 0.0 -0.28
C 1.90769 -1.50932 -3.78591 0.0 0.0 0.0 -0.30
C 2.66285 -1.84318 -2.69380 0.0 0.0 0.0 -0.07
H 2.09064 -2.27140 -0.70553 0.0 0.0 0.0 0.41
H -0.30469 -1.91766 -1.36006 0.0 0.0 0.0 0.20
H -0.31137 -1.26646 -3.98375 0.0 0.0 0.0 0.23
H 2.28674 -1.29545 -4.77080 0.0 0.0 0.0 0.23
H 3.72651 -1.95992 -2.57828 0.0 0.0 0.0 0.21



[3]
9
Properties=species:S:1:pos:R:3:forces:R:3:lowdin_spin:R:1 method="wB97M-V/def2-TZVPD" homo_energy_ev="-12.9 / -12.9" multiplicity=7 e_above_lowest_kcal_mol=0.0 charge=+1 gap_ev="7.14 / 7.29" s2=12.008 energy_ev=-25150.1566
C -0.41487 -0.38781 -0.12927 2.2 -0.3 -1.3 0.00
C -1.17470 0.63451 -0.55242 0.2 0.1 0.4 -0.01
H -2.24357 0.51877 -0.73877 0.2 0.0 0.2 0.00
H -0.85360 -1.38713 -0.05109 -0.1 0.1 0.1 0.00
H -0.75159 1.62153 -0.77910 -0.1 -0.4 0.0 0.00
O 1.76073 -0.07471 0.96740 0.6 0.6 2.4 -0.02
C 1.41129 -0.40256 -0.20223 -2.8 -0.4 -1.3 0.00
O 2.02527 -0.72159 -1.17896 -1.0 0.4 1.0 0.00
Sm 0.24103 0.19899 2.66444 0.7 -0.2 -1.6 6.03



[4]
96
Properties=species:S:1:pos:R:3:forces:R:3:lowdin_charge:R:1 method="wB97M-V/def2-TZVPD" homo_energy_ev="-16.2 / -16.2" charge=+3 gap_ev="5.07 / 5.07" energy_ev=-165190.8295
Re -0.34589 -0.52917 1.34744 0.1 0.0 0.0 1.41
C -6.54975 -0.36578 -2.14236 0.0 0.0 0.0 0.01
C -5.21833 -0.66952 -1.55454 0.0 0.0 0.0 -0.17
C -4.77154 -1.97787 -1.38756 0.0 0.0 0.0 0.03
C -3.52331 -2.22170 -0.87311 0.0 0.0 0.0 0.04
C -2.65402 -1.16803 -0.47395 0.0 0.0 0.0 -0.17
N -1.37915 -1.51895 -0.05802 -0.1 0.0 0.0 0.01
C -0.87946 -2.66528 -0.68980 0.0 0.0 0.0 -0.18
C -1.14277 -2.80776 -2.07310 0.0 0.0 0.0 0.03
C -0.71270 -3.91111 -2.77216 0.0 0.0 0.0 0.03
C -0.03496 -4.94128 -2.12487 0.0 0.0 0.0 -0.18
C 0.41096 -6.16287 -2.85163 0.0 0.0 0.0 0.00
C 0.27195 -4.77947 -0.75889 0.0 0.0 0.0 0.08
C -0.08564 -3.65764 -0.05299 0.0 0.0 0.0 -0.05
C 0.30231 -3.50635 1.40007 0.0 0.0 0.0 -0.22
O 0.37770 -2.12606 1.66252 0.0 -0.1 0.1 -0.28
C -0.78822 -4.11137 2.33393 0.0 0.0 0.0 -0.57
F -0.48547 -3.92916 3.60727 0.0 0.0 0.0 0.22
F -0.93809 -5.39979 2.07962 0.0 0.0 0.0 0.22
F -1.95213 -3.48879 2.07910 0.0 0.0 0.0 0.17
C 1.72860 -4.04097 1.73688 0.0 0.0 0.0 -0.57
F 2.57642 -3.66409 0.78044 0.0 0.0 0.0 0.19
F 2.13862 -3.51209 2.88698 0.0 0.0 0.0 0.18
F 1.74211 -5.36117 1.83952 0.0 0.0 0.0 0.21
C -3.18463 0.16150 -0.48247 0.0 0.0 0.1 -0.04
C -4.40380 0.37935 -1.06972 0.0 0.0 0.0 0.07
C -2.44528 1.33640 0.13067 0.0 0.0 -0.1 -0.24
O -1.31959 0.87090 0.81386 -0.1 0.0 0.1 -0.29
C -3.29437 2.05231 1.23291 0.0 0.0 0.0 -0.57
F -3.59540 1.15591 2.16984 0.0 0.0 0.0 0.20
F -2.57098 3.02201 1.78694 0.0 0.0 0.0 0.20
F -4.41249 2.57216 0.75346 0.0 0.0 0.0 0.21
C -1.90882 2.31062 -0.95467 0.0 0.0 0.0 -0.56
F -1.00677 3.14972 -0.43519 0.0 0.0 0.0 0.17
F -2.89042 3.01336 -1.49493 0.0 0.0 0.0 0.22
F -1.30341 1.59609 -1.90694 0.0 0.0 0.0 0.19
H -6.90191 -1.17244 -2.78132 0.0 0.0 0.0 0.10
H -6.53364 0.56788 -2.70350 0.0 0.0 0.0 0.10
H -7.27856 -0.24187 -1.33392 0.0 0.0 0.0 0.12
H -5.41195 -2.80787 -1.65600 0.0 0.0 0.0 0.14
H -3.21582 -3.24154 -0.69136 0.0 0.0 0.0 0.14
H -1.62682 -1.99644 -2.59872 0.0 0.0 0.0 0.14
H -0.90515 -3.97624 -3.83513 0.0 0.0 0.0 0.14
H -0.17372 -6.32982 -3.75337 0.0 0.0 0.0 0.10
H 0.35375 -7.04480 -2.21456 0.0 0.0 0.0 0.10
H 1.45762 -6.04740 -3.14977 0.0 0.0 0.0 0.12
H 0.81316 -5.57370 -0.26279 0.0 0.0 0.0 0.14
H -4.78554 1.38655 -1.15354 0.0 0.0 0.0 0.14
C 5.10747 -2.31942 4.67766 0.0 0.0 0.0 -0.04
C 5.68261 -1.62745 3.44002 0.0 0.0 0.0 -0.54
C 5.81372 -2.65320 2.30353 0.0 0.0 0.0 -0.02
C 7.06892 -1.06776 3.78834 0.0 0.0 0.0 -0.03
C 4.76941 -0.50646 2.95331 0.0 0.0 0.0 -0.13
C 3.43407 -0.42820 3.33768 0.0 0.0 0.0 -0.05
C 2.68352 0.60730 2.83398 0.0 -0.1 -0.1 -0.49
Br 0.80898 0.60149 3.33597 0.0 0.1 0.0 0.93
C 3.16195 1.59780 1.98235 0.0 0.0 0.1 -0.34
O 2.26510 2.61958 1.62056 -0.1 0.0 -0.2 -0.45
C 4.48420 1.51195 1.53572 0.1 0.0 0.0 -0.06
C 5.22966 0.44435 2.04696 0.0 0.0 0.0 0.06
C 5.11689 2.40835 0.45756 0.0 0.0 0.0 -0.52
C 6.65047 2.36117 0.51096 0.0 0.0 0.0 -0.04
C 4.65079 1.86436 -0.90300 0.0 0.0 0.0 -0.02
C 4.70348 3.87954 0.57484 0.1 0.0 0.1 -0.05
H 5.82744 -3.04615 5.05190 0.0 0.0 0.0 0.10
H 4.19041 -2.87044 4.45445 0.0 0.0 0.0 0.07
H 4.90683 -1.60973 5.48277 0.0 0.0 0.0 0.10
H 6.48134 -3.45986 2.60867 0.0 0.0 0.0 0.10
H 6.22731 -2.19834 1.40162 0.0 0.0 0.0 0.09
H 4.84353 -3.09022 2.05658 0.0 0.0 0.0 0.07
H 7.67466 -1.85604 4.23465 0.0 0.0 0.0 0.10
H 6.99949 -0.25035 4.50779 0.0 0.0 0.0 0.10
H 7.60803 -0.71254 2.90991 0.0 0.0 0.0 0.08
H 2.99144 -1.15574 4.00206 0.0 0.0 0.0 0.11
H 6.25269 0.35591 1.72070 0.0 0.0 0.0 0.11
H 7.05253 1.39822 0.19779 0.0 0.0 0.0 0.09
H 7.03148 2.59346 1.50683 0.0 0.0 0.0 0.11
H 7.04840 3.10223 -0.18133 0.0 0.0 0.0 0.10
H 4.92414 0.81464 -1.01767 0.0 0.0 0.0 0.10
H 5.12282 2.42659 -1.71012 0.0 0.0 0.0 0.10
H 3.56662 1.95219 -1.01247 0.0 0.0 0.0 0.08
H 4.87103 4.26718 1.58391 0.0 0.0 0.0 0.10
H 3.66482 4.01587 0.29453 -0.1 0.0 0.0 0.05
H 5.30702 4.47482 -0.11010 0.0 0.0 0.0 0.10
S 2.09570 3.73648 2.84584 0.1 0.1 0.1 1.13
C 1.99388 5.20964 1.92629 -0.1 0.0 0.1 -0.59
N 1.48789 5.36174 0.72249 0.1 -0.1 -0.1 0.08
C 1.48460 6.78126 0.31458 0.0 0.0 0.0 -0.06
C 1.99948 7.49409 1.58688 0.0 0.0 0.0 -0.06
N 2.31607 6.36012 2.47810 -0.1 0.0 0.0 0.08
H 1.21101 4.59399 0.13220 0.0 0.0 0.0 0.15
H 0.47308 7.08448 0.05675 0.0 0.0 0.0 0.13
H 2.13470 6.93109 -0.54470 0.0 0.0 0.0 0.13
H 1.25078 8.13801 2.04219 0.0 0.0 0.0 0.13
H 2.90194 8.07081 1.40028 0.0 0.0 0.0 0.14
H 2.75689 6.45456 3.38006 0.0 0.0 0.0 0.17



[5]
69
Properties=species:S:1:pos:R:3:forces:R:3:lowdin_spin:R:1 method="wB97M-V/def2-TZVPD" homo_energy_ev="0.0 / -7.1" multiplicity=2 charge=-1 gap_ev="2.04 / 9.12" s2=0.750 energy_ev=-47297.4834
C 5.09419 1.29536 -0.90524 -1.6 0.7 0.7 0.00
O 6.26955 1.83875 -1.41872 1.1 -0.1 0.0 0.00
H 5.00600 1.34829 0.17989 1.0 -0.3 0.4 0.00
H 4.29169 2.00338 -1.11213 -0.5 -0.4 -0.8 0.00
H 4.84828 0.26886 -1.17712 0.1 0.1 -0.4 0.00
H 6.57499 1.34587 -2.18382 -0.2 0.0 0.1 0.00
C 0.19768 4.28545 1.34929 0.2 -0.6 1.0 0.05
O -0.42238 3.19074 0.66588 0.2 0.7 -0.5 0.13
H 1.24082 4.32203 1.03523 -0.1 0.1 0.2 0.00
H -0.26987 5.26546 1.25404 -0.1 -0.2 -0.7 0.01
H 0.06247 4.03771 2.40212 0.7 0.2 0.3 0.01
H -1.33612 3.46944 0.57097 -0.9 -0.3 -0.4 0.06
C 1.58406 -1.37500 4.58164 0.0 4.0 -1.9 0.00
O 1.50923 -0.48110 5.40995 0.0 -0.3 0.5 0.00
N 1.54180 -2.63928 4.77600 -0.2 -4.8 2.8 0.00
N 1.64077 -1.11893 3.25192 0.4 1.1 -0.3 0.00
H 1.82880 -3.32532 4.09257 -0.2 0.2 0.4 0.00
H 1.43631 -2.86714 5.75428 0.2 -0.6 -0.2 0.00
H 1.66552 -1.89546 2.60655 0.0 0.8 -0.4 0.00
H 1.65025 -0.12705 3.06174 0.0 -0.4 -0.9 0.00
C 0.97371 4.45985 -3.08472 0.8 1.2 2.8 0.01
O 1.39278 5.28247 -2.32741 1.3 3.0 2.1 0.00
N 0.54264 3.33261 -2.66457 -1.4 -5.4 1.2 0.01
N 0.86773 4.64966 -4.34598 -0.1 0.7 -6.0 0.00
H 0.51008 3.08417 -1.68615 -0.1 0.3 -0.1 0.00
H 0.40126 2.58251 -3.32598 -0.5 0.0 0.4 0.00
H 1.27506 5.48939 -4.73205 0.0 -0.3 0.1 0.00
H 0.84124 3.81598 -4.91551 -0.1 0.5 -0.3 0.00
C -1.82813 -2.54014 -3.64258 -1.7 0.0 -0.1 0.01
O -3.02112 -2.73885 -3.84483 0.2 0.0 0.0 0.00
N -1.36877 -1.50046 -2.90796 0.6 -0.5 0.0 0.00
N -0.87190 -3.34408 -4.16975 0.5 0.1 0.0 0.00
H -0.37106 -1.51478 -2.75155 -0.4 0.8 0.5 0.00
H -2.03316 -0.96486 -2.36776 0.4 0.3 -0.1 0.00
H 0.07502 -3.18710 -3.85545 -0.1 -0.7 -0.6 0.00
H -1.20810 -4.09251 -4.75876 0.5 0.1 0.3 0.00
C -0.16638 -4.65170 0.78720 2.6 0.7 -3.0 0.00
O 0.85473 -4.97438 0.15629 -0.5 -0.4 0.1 0.00
N -1.05955 -3.77744 0.28428 -0.6 0.1 -0.4 0.00
N -0.36261 -5.01927 2.01742 -0.5 -1.1 3.1 0.00
H -1.33084 -3.07288 0.95518 -0.5 0.2 -0.8 0.00
H -0.83990 -3.51538 -0.66607 -0.1 0.4 0.3 0.00
H -1.25857 -4.86238 2.45644 0.1 -0.1 0.2 0.00
H 0.33090 -5.64083 2.40833 -0.4 0.1 0.0 0.00
C -2.32047 -2.32484 2.72532 0.5 -1.3 5.0 0.02
O -3.14248 -3.16906 2.98255 -1.1 -2.3 0.9 0.01
N -2.40561 -1.58384 1.72846 -1.3 3.9 -6.6 0.01
N -1.28950 -1.96010 3.50825 1.3 -0.6 1.5 0.00
H -3.29802 -1.63055 1.25780 0.3 0.2 -0.4 0.01
H -1.75118 -0.83797 1.54004 -0.2 0.5 0.0 0.00
H -0.59783 -1.32983 3.12820 0.0 0.0 0.4 0.00
H -1.08956 -2.48814 4.34568 0.1 0.2 -0.4 0.00
C -3.22482 1.58709 -1.64460 3.2 1.1 1.4 0.11
O -2.05881 1.50791 -2.07452 0.0 -1.2 -0.1 0.02
N -3.53828 1.44229 -0.37185 0.7 -1.8 2.8 0.09
N -4.16864 2.11579 -2.32364 -3.2 1.5 -4.1 0.05
H -4.36320 1.78526 0.09928 -0.2 0.2 -0.2 0.13
H -2.76167 1.20922 0.23036 -0.1 0.1 0.2 0.03
H -3.90196 2.37614 -3.26236 -0.4 0.1 0.1 0.01
H -5.04871 2.42468 -1.93613 0.2 -0.1 0.0 0.06
C 1.77527 0.75087 0.16962 -0.3 -1.1 -0.2 0.01
C 0.38060 0.06386 0.12551 2.4 1.0 0.3 0.01
O -0.27191 0.51139 1.26024 -1.8 -1.2 1.3 0.04
H 2.38590 0.25552 -0.58527 0.2 0.7 -0.5 0.00
H 2.32303 0.57968 1.09631 -0.3 -0.2 0.3 0.00
H 1.63859 1.83054 0.10852 0.2 -0.1 -0.6 0.00
H 0.49260 -1.01374 0.24519 -0.1 -0.2 -0.2 0.00
H -0.06041 0.30409 -0.84191 -0.6 0.0 0.1 0.00
H -0.46219 1.45221 1.27573 0.1 0.9 -0.5 0.01